(1)
Here is C27H42Cl3N4O3SSiY as an isolated structure at a distorted geometry from OMol25. Energies are from ωB97M-V/def2-TZVPD.

```
82
Properties=species:S:1:pos:R:3:forces:R:3:mulliken_charge:R:1
C 1.8624 -1.4020 -4.8803 0.129 0.099 0.000 -1.47
C 1.2052 -0.1177 -4.3611 0.401 1.235 -0.052 1.32
H 2.2539 -1.2087 -5.8947 -0.064 -0.186 0.467 0.35
H 1.1902 -2.2919 -4.9355 0.165 0.749 0.152 0.19
H 2.6907 -1.6649 -4.2098 -0.037 -0.101 -0.190 0.35
C 0.6484 0.7965 -5.2639 -0.137 0.477 0.497 -0.86
C 0.0979 0.4232 -6.5848 0.101 -0.101 -0.362 -1.51
H 0.6569 1.8413 -4.9825 -0.156 0.050 -0.064 0.39
H -0.4574 -0.5238 -6.5677 -0.036 -0.015 -0.148 0.30
H 0.8886 0.3315 -7.3417 -0.113 -0.166 -0.457 0.30
H -0.5947 1.1955 -6.9368 0.019 -0.098 -0.088 0.37
Y -0.5842 -1.2315 1.7339 -0.102 0.578 0.526 1.00
Cl 1.9548 -1.5913 2.0264 -0.017 0.412 0.169 -0.57
Cl -2.4093 -3.0676 1.4319 0.063 -0.213 -0.024 -0.71
C 0.6354 1.8623 1.7022 -1.448 -0.213 0.434 0.22
O -0.2375 0.9634 1.9037 1.154 0.976 -0.361 -0.55
N 0.3098 3.1510 1.7170 0.123 -0.994 0.025 0.49
C -1.0781 3.5861 1.7691 -0.068 0.413 0.025 -0.95
C 1.3416 4.1532 1.8411 0.277 0.431 -0.286 -0.97
H 1.6866 1.6075 1.5191 -0.155 0.056 0.139 0.47
H -1.7554 2.7356 1.8244 0.219 0.037 0.040 0.22
H -1.3127 4.1875 0.8811 0.179 -0.198 0.069 0.27
H -1.2171 4.2334 2.6402 -0.039 -0.170 0.008 0.36
H 2.3149 3.6539 1.8239 -0.143 0.234 0.016 0.29
H 1.2155 4.7045 2.7808 0.060 -0.194 -0.077 0.35
H 1.2866 4.8588 1.0064 0.036 -0.150 0.157 0.26
H -1.6255 -1.3288 -2.6538 -0.162 0.228 -0.032 0.05
H -2.8148 1.6833 -3.4232 -0.131 -0.232 -0.008 0.31
C -2.6656 -1.1289 -2.3725 0.383 -0.404 -0.146 -0.78
C -3.5037 1.2139 -2.7092 0.331 0.478 0.027 -0.96
N -2.8109 0.2348 -1.8795 -0.227 0.405 1.275 0.33
H -2.9579 -1.8597 -1.6100 -0.034 0.262 -0.027 0.30
C -2.4645 0.5779 -0.6297 -0.073 -0.616 -0.679 0.19
O -1.9856 -0.2187 0.2039 -0.461 0.665 -0.232 -0.43
H -3.8945 1.9956 -2.0483 -0.054 -0.104 -0.277 0.32
H -2.6516 1.6436 -0.3751 0.094 -0.512 -0.098 0.21
H -3.2907 -1.2404 -3.2591 0.020 0.015 0.144 0.36
H -4.3269 0.7437 -3.2523 0.127 0.042 0.175 0.39
O 0.5681 -0.4027 -3.0630 -0.681 -0.160 1.462 -0.02
C 1.6450 0.5217 -2.9410 0.344 -0.784 -0.836 -1.11
C 0.1139 2.4320 -2.3735 -0.016 0.319 0.120 0.06
C 1.4092 1.8990 -2.4238 0.372 -0.306 0.741 0.28
H -0.7167 1.7839 -2.6182 0.137 -0.007 -0.425 0.69
C -0.1225 3.7534 -2.0040 0.838 0.183 0.302 -0.67
H 2.5594 0.0475 -2.5795 0.040 0.153 0.312 0.30
C 2.4493 2.6893 -1.8160 -0.588 -0.605 -0.723 -0.95
H -1.1217 4.1639 -2.0589 -0.144 -0.011 0.001 0.49
C 0.9373 4.5802 -1.5804 -0.167 -0.412 -0.134 -0.84
C 2.2128 4.0083 -1.4407 -0.123 0.327 0.012 -0.27
H 3.4364 2.2420 -1.6625 -0.287 0.183 -0.199 0.38
H 0.7604 5.6389 -1.3568 0.109 -0.434 -0.051 0.43
H 3.0286 4.6242 -1.0297 -0.345 -0.390 -0.245 0.44
Si 0.6393 -4.1500 -0.3013 -0.721 0.056 1.004 0.75
Cl 0.0663 -1.9225 -0.6423 1.012 -2.333 -0.780 0.05
C -0.8676 -5.2215 -0.6198 -0.122 -0.076 -0.346 -1.09
C 1.0333 -4.6038 1.5058 -0.038 0.004 0.139 -0.99
C 2.0484 -4.3748 -1.4675 0.145 0.704 0.025 -1.07
H -1.5577 -4.7804 -1.3470 0.073 -0.227 0.027 0.30
H -1.4265 -5.4384 0.3072 0.332 0.317 -0.431 0.30
H -0.4995 -6.1933 -1.0076 -0.133 0.442 0.011 0.35
H 1.6772 -4.5169 -2.4785 0.052 0.133 -0.187 0.31
H 2.6619 -5.2286 -1.2005 0.016 -0.219 0.150 0.45
H 2.6830 -3.4734 -1.4236 -0.191 -0.332 -0.172 0.25
H 0.8896 -3.8133 2.2553 0.093 -0.381 -0.303 0.21
H 2.0806 -4.9224 1.5922 -0.124 0.229 -0.009 0.33
H 0.4035 -5.4630 1.8110 0.209 0.409 -0.366 0.37
N -2.9738 -2.2476 4.2485 -0.027 -0.032 0.453 -0.15
C -1.9817 -1.6117 4.8889 0.453 0.430 -0.236 0.55
N -0.8989 -1.1283 4.2921 -0.652 -0.453 -0.610 -0.03
C -0.0628 -0.4523 5.1838 -0.260 0.054 0.684 -0.10
C 1.1557 0.1694 4.8789 -0.415 -0.323 -0.141 -0.06
C 1.8650 0.7956 5.8949 -0.004 0.042 0.199 -0.90
C 1.3758 0.8276 7.2074 -0.530 -0.220 -0.060 -0.51
C 0.1443 0.2214 7.5109 0.429 0.192 0.055 -0.39
C -0.5615 -0.4213 6.5086 0.526 0.128 -0.610 0.51
S -2.0857 -1.2871 6.6200 0.371 0.120 -0.485 -0.30
H -3.7365 -2.6007 4.8167 0.265 0.049 -0.420 0.23
H -2.8633 -2.5607 3.2513 -0.193 0.151 0.960 -0.04
H 1.5301 0.0930 3.8557 0.006 0.110 0.468 0.08
H 2.8248 1.2608 5.6654 -0.265 -0.129 0.075 0.41
H 1.9439 1.3229 7.9959 -0.194 -0.156 -0.241 0.37
H -0.2678 0.2377 8.5117 0.172 0.080 0.074 0.39
```
Forces are in eV/Å.

Results
- net charge = 0
- energy above the lowest of the compared OMol25 structures with the same formula, charge and spin (eV) = 6.070
- LUMO level (alpha / beta) (eV) = 0.01 / 0.01
- strongest force on any atom (Eh/bohr) = 0.052
- orbital gap (alpha / beta) (eV) = 3.6 / 3.6
- E_HOMO (alpha / beta) (Eh) = -0.131 / -0.131



(2)
Here is a 8-piece molecular cluster, C27H39FN6O4P overall at a distorted geometry from OMol25. Energies are from ωB97M-V/def2-TZVPD.

```
78
Properties=species:S:1:pos:R:3:forces:R:3:mulliken_charge:R:1
F -0.8193 -30.4187 -10.1453 0.106 0.220 -0.027 -0.87
C -0.3584 -36.6377 -8.0913 -0.032 -0.237 -0.270 -0.54
O -0.4642 -36.1458 -6.7572 0.238 -0.329 -0.141 -0.38
P 0.2529 -34.8382 -6.2334 -0.278 0.058 -0.424 0.78
O 0.4287 -34.8114 -4.7990 -0.038 -0.018 0.895 -0.77
O -0.6149 -33.6297 -6.7563 0.168 0.536 -0.168 -0.18
C -0.6317 -33.2582 -8.1480 0.054 -0.907 -0.074 0.14
O 1.5845 -34.8273 -7.0855 0.316 -0.122 -0.201 -0.25
C 2.5629 -33.8112 -6.8289 0.482 0.148 0.267 -0.44
H -0.1380 -37.7058 -8.0621 -0.091 0.025 0.211 0.26
H 0.4493 -36.1706 -8.6532 -0.069 0.173 0.093 0.27
H -1.3089 -36.4958 -8.6052 0.012 0.094 -0.003 0.25
H 0.2167 -33.7087 -8.6694 0.052 0.165 0.024 0.51
H -0.5633 -32.1850 -8.2443 -0.193 0.124 0.147 -0.56
H -1.5360 -33.6685 -8.5970 -0.138 0.296 -0.013 0.31
H 2.3573 -32.9144 -7.4098 -0.059 -0.050 -0.006 0.10
H 3.5429 -34.2067 -7.0932 -0.155 -0.081 -0.282 0.29
H 2.6261 -33.5655 -5.7670 -0.345 -0.007 -0.012 0.36
N -2.0121 -28.9626 -12.3910 -0.824 -0.607 -0.380 0.44
C -1.9624 -27.7311 -12.9840 0.398 -0.133 0.023 -0.41
C -2.8408 -27.7299 -14.0359 0.121 0.014 0.038 -0.69
C -3.4630 -29.0073 -14.0764 -0.045 -0.020 -0.226 -0.73
C -2.9370 -29.7424 -13.0492 0.442 0.306 0.345 -0.38
H -1.4147 -29.4381 -11.7245 0.033 0.613 0.366 0.08
H -1.2912 -26.9606 -12.6445 0.028 -0.042 0.024 0.37
H -2.9660 -26.9076 -14.7211 -0.161 0.006 0.019 0.41
H -4.1655 -29.3455 -14.8204 -0.124 -0.029 0.126 0.41
H -3.1093 -30.7309 -12.6568 -0.157 -0.118 -0.316 0.37
N -0.0700 -27.3614 -10.2833 0.230 -0.243 0.421 0.84
C -0.5873 -26.0971 -10.2182 -0.083 -0.286 0.228 -0.81
C 0.4567 -25.2129 -10.2549 0.028 0.281 -0.029 -0.62
C 1.6576 -25.9706 -10.3094 -0.011 -0.303 0.299 -0.69
C 1.2958 -27.2942 -10.2962 0.042 0.207 -0.448 -0.47
H -0.5776 -28.2264 -10.1558 -0.060 -0.030 -0.068 -0.02
H -1.6387 -25.9578 -10.0324 -0.050 0.109 -0.286 0.50
H 0.3554 -24.1396 -10.2683 0.053 0.000 0.132 0.43
H 2.6806 -25.6397 -10.2389 -0.045 0.217 -0.274 0.42
H 1.9188 -28.1650 -10.4018 -0.068 -0.196 0.195 0.39
N 0.5880 -30.8485 -12.5778 0.037 0.791 0.298 0.75
C 0.9179 -29.8592 -13.4586 0.077 -0.335 -0.063 -0.44
C 1.3622 -30.4649 -14.6038 -0.032 -0.204 -0.212 -0.60
C 1.2996 -31.8728 -14.3912 -0.061 0.429 -0.469 -0.78
C 0.7866 -32.0720 -13.1375 0.304 -0.215 0.214 -0.52
H 0.3345 -30.6149 -11.6214 -0.385 -0.600 -0.021 -0.27
H 0.7578 -28.8324 -13.1807 0.121 0.096 -0.123 0.36
H 1.6360 -30.0127 -15.5434 0.080 0.208 0.141 0.42
H 1.5844 -32.5831 -15.1493 -0.122 -0.300 0.208 0.41
H 0.5725 -32.9745 -12.5899 0.032 -0.020 0.007 0.49
N -3.1065 -32.1576 -10.2323 -0.033 -0.074 -0.303 0.87
C -3.0286 -33.2704 -11.0251 0.721 -0.287 0.363 -0.67
C -4.1446 -34.0223 -10.8172 -0.808 -0.291 0.022 -0.60
C -4.9801 -33.3108 -9.9030 0.073 -0.459 -0.448 -0.61
C -4.3020 -32.1811 -9.5807 0.083 1.060 0.460 -0.69
H -2.3747 -31.4539 -10.1315 0.020 -0.018 -0.175 -0.07
H -2.1289 -33.5436 -11.5534 -0.012 0.279 -0.135 0.35
H -4.3786 -34.9751 -11.2656 0.112 0.029 -0.075 0.45
H -5.9692 -33.5724 -9.5709 -0.013 -0.072 0.053 0.44
H -4.5905 -31.3422 -8.9675 -0.005 -0.080 0.064 0.60
N 1.6875 -30.8747 -8.9952 -0.137 0.370 0.159 1.59
C 2.1338 -30.3031 -7.8393 0.140 0.229 -0.057 -0.68
C 3.4861 -30.5096 -7.7612 0.385 0.205 -0.136 -0.76
C 3.8788 -31.1860 -8.9459 0.189 -0.155 0.076 -0.63
C 2.7461 -31.4114 -9.6786 -0.575 -0.198 -0.018 -0.61
H 0.7437 -30.7184 -9.3601 0.015 -0.250 -0.142 -0.57
H 1.4966 -29.6898 -7.2235 -0.161 -0.235 0.082 0.42
H 4.1543 -30.1878 -6.9795 -0.102 0.102 0.065 0.45
H 4.8814 -31.4528 -9.2364 0.001 -0.170 0.074 0.46
H 2.5518 -32.0030 -10.5590 0.225 0.229 -0.196 0.38
N -1.8358 -29.8399 -7.6346 0.104 0.480 -0.326 0.61
C -2.6829 -30.6406 -6.9351 -0.135 0.224 -0.020 -0.42
C -3.1470 -29.9247 -5.8550 0.223 -0.527 -0.032 -1.03
C -2.5059 -28.6633 -5.8912 -0.361 0.539 0.127 -0.64
C -1.7485 -28.6103 -7.0300 0.254 -0.602 -0.054 -0.50
H -1.4474 -30.0462 -8.5573 0.026 -0.080 0.038 -0.01
H -2.8938 -31.6325 -7.2949 -0.073 -0.063 0.181 0.64
H -3.8389 -30.3039 -5.1225 0.037 0.068 0.120 0.41
H -2.6197 -27.8608 -5.1787 -0.028 -0.017 -0.024 0.41
H -1.1245 -27.8411 -7.4529 0.006 0.079 0.068 0.48
```
Forces are in eV/Å.

Results
- net charge = -1
- energy above the lowest of the compared OMol25 structures with the same formula, charge and spin (eV) = 0.000
- LUMO level (eV) = 2.58
- strongest force on any atom (Eh/bohr) = 0.023
- orbital gap (eV) = 8.3
- E_HOMO (Eh) = -0.211



(3)
Here is a 2-piece molecular cluster, C3H12NO overall at a distorted geometry from OMol25. Energies are from ωB97M-V/def2-TZVPD.

```
17
Properties=species:S:1:pos:R:3:forces:R:3:mulliken_charge:R:1
C 0.0891 -1.2725 -2.6956 1.333 -0.449 3.247 -0.46
O -0.2393 0.0515 -2.5396 -0.929 2.382 0.336 -0.51
H -0.9989 0.2386 -3.0763 -0.458 0.482 -0.424 0.31
H 1.0168 -1.3016 -3.2073 1.211 -0.620 -0.018 0.20
H -0.5803 -1.8476 -3.2141 -1.982 -1.248 -1.393 0.35
H 0.0705 -1.6332 -1.6167 0.803 -0.547 -1.431 0.15
C -0.0650 0.8787 2.0367 0.299 2.248 -0.542 -0.15
C 0.8319 -0.3334 2.0607 2.520 0.110 1.259 -1.15
N -0.6605 1.1570 0.5421 1.101 -2.704 0.077 -0.36
H -0.9626 0.6853 2.6428 0.409 0.438 -0.162 0.28
H 0.4421 1.9083 2.3095 -1.061 -2.287 -0.354 0.31
H 1.4048 -0.4794 3.1275 -1.804 0.388 -2.620 0.30
H 1.6423 -0.3508 1.2988 -0.282 0.668 0.509 0.37
H -0.2778 2.0063 0.1264 -0.615 0.317 0.275 0.38
H -0.2854 0.4044 -0.1535 -1.036 1.268 1.248 0.21
H -1.7032 1.0816 0.5828 1.175 0.535 -0.437 0.38
H 0.2753 -1.1933 1.7760 -0.685 -0.981 0.431 0.39
```
Forces are in eV/Å.

Results
- net charge = +1
- energy above the lowest of the compared OMol25 structures with the same formula, charge and spin (eV) = 2.148
- LUMO level (eV) = -3.58
- strongest force on any atom (Eh/bohr) = 0.069
- orbital gap (eV) = 10.6
- E_HOMO (Eh) = -0.520



(4)
Here is C45H36MnN3O2 as an isolated structure at a distorted geometry from OMol25. Energies are from ωB97M-V/def2-TZVPD.

```
87
Properties=species:S:1:pos:R:3:forces:R:3:mulliken_spin:R:1
Mn 0.4296 0.7207 0.1966 -0.381 -0.706 -0.936 3.99
O -1.2177 0.6325 1.0403 0.406 0.320 0.781 0.26
C -2.4006 -0.0601 1.1434 0.114 0.061 -0.304 -0.03
C -2.9867 -0.1100 -0.2791 -0.069 -0.084 -0.086 0.00
C -2.1227 -0.8058 -1.3073 -0.083 0.094 0.025 0.01
C -2.7281 -1.7896 -2.0823 0.030 -0.016 0.010 0.00
C -2.0386 -2.3579 -3.1341 -0.049 -0.003 0.021 0.00
C -0.7389 -1.9556 -3.3610 0.044 -0.019 -0.007 0.00
C -0.1557 -1.0228 -2.5144 0.049 -0.018 -0.055 0.00
C 1.2799 -0.6253 -2.7147 -0.062 0.019 -0.046 0.09
C 2.2063 -1.0131 -1.5392 -0.110 0.164 0.000 -0.01
O 1.6926 -0.4724 -0.3665 0.247 -0.232 0.290 0.04
C 3.5885 -0.4013 -1.8184 0.073 -0.013 -0.047 0.00
C 4.6828 -1.1601 -2.2143 -0.005 -0.024 -0.031 0.00
C 5.9162 -0.5614 -2.4469 0.010 0.015 -0.004 0.00
C 6.0712 0.8054 -2.2899 -0.029 0.008 0.018 0.00
C 4.9795 1.5753 -1.9054 0.051 -0.008 -0.023 0.00
C 3.7544 0.9748 -1.6751 -0.060 0.020 0.024 -0.02
C 2.3245 -2.5232 -1.3257 -0.053 -0.018 -0.016 -0.03
C 2.0585 -3.4644 -2.3094 0.072 -0.030 -0.055 0.00
C 2.2112 -4.8249 -2.0606 0.002 0.022 0.010 0.00
C 2.6392 -5.2606 -0.8193 0.013 0.003 0.023 0.00
C 2.9173 -4.3258 0.1716 -0.002 -0.041 -0.021 0.00
C 2.7616 -2.9750 -0.0816 -0.061 0.037 0.030 0.00
N -0.8447 -0.4370 -1.5219 -0.038 0.240 0.214 -0.06
C -2.2008 -1.4972 1.6442 -0.036 -0.008 0.086 0.01
C -3.2962 -2.3487 1.7842 -0.019 0.023 0.001 0.00
C -3.1331 -3.6593 2.1988 0.035 -0.025 0.002 0.00
C -1.8627 -4.1469 2.4835 -0.043 0.025 -0.007 0.00
C -0.7704 -3.3067 2.3541 0.041 -0.008 0.002 0.01
C -0.9393 -1.9896 1.9423 0.020 -0.005 -0.046 0.00
C -3.3270 0.7035 2.0969 -0.042 -0.007 0.000 0.00
C -2.7532 1.3266 3.2028 0.029 -0.029 -0.006 0.01
C -3.5297 2.0429 4.0967 -0.026 0.014 0.011 0.00
C -4.9015 2.1550 3.9015 0.019 -0.002 0.000 0.00
C -5.4823 1.5387 2.8067 0.000 -0.003 0.005 0.00
C -4.6991 0.8171 1.9120 -0.023 -0.016 -0.009 0.00
H -3.1658 0.9217 -0.5920 0.061 0.028 0.009 0.00
H -3.9479 -0.6241 -0.2846 0.002 0.032 -0.017 0.00
H -3.7454 -2.0804 -1.8608 -0.005 0.001 -0.018 0.00
H -2.5095 -3.0973 -3.7688 0.006 -0.013 0.002 0.00
H -0.1684 -2.3599 -4.1851 0.014 -0.015 0.013 0.00
H 1.3402 0.4628 -2.8127 0.019 -0.003 0.031 -0.01
H 1.6535 -1.0471 -3.6485 -0.003 0.048 -0.013 0.00
H 4.5831 -2.2308 -2.3371 0.003 -0.006 0.023 0.00
H 6.7598 -1.1716 -2.7439 -0.004 -0.009 -0.007 0.00
H 7.0339 1.2697 -2.4596 0.005 0.004 -0.012 0.00
H 5.0857 2.6451 -1.7784 -0.002 0.010 0.013 0.00
H 2.9183 1.5844 -1.3541 0.007 -0.017 0.002 0.04
H 1.7421 -3.1546 -3.2949 0.010 0.016 -0.014 0.00
H 1.9955 -5.5407 -2.8435 -0.004 -0.001 -0.009 0.00
H 2.7605 -6.3179 -0.6229 -0.008 -0.006 0.004 0.00
H 3.2583 -4.6546 1.1452 0.003 0.000 0.008 0.00
H 2.9720 -2.2479 0.6908 -0.004 0.008 0.000 0.00
H -4.2952 -1.9793 1.5811 0.000 0.008 0.012 0.00
H -3.9986 -4.3013 2.3033 -0.001 -0.007 0.003 0.00
H -1.7308 -5.1711 2.8072 0.004 -0.011 -0.003 0.00
H 0.2256 -3.6734 2.5695 0.000 0.000 -0.002 0.00
H -0.0745 -1.3464 1.8501 -0.009 -0.003 0.010 0.00
H -1.6832 1.2504 3.3444 0.005 0.013 -0.017 0.00
H -3.0633 2.5228 4.9482 0.001 -0.007 0.008 0.00
H -5.5092 2.7188 4.5974 -0.001 0.004 0.003 0.00
H -6.5490 1.6201 2.6394 -0.005 -0.003 -0.002 0.00
H -5.1826 0.3520 1.0626 0.000 0.012 -0.007 0.00
C -3.6929 4.5153 -1.0904 -0.011 -0.022 -0.045 0.00
C -3.0572 4.9628 0.0599 0.050 -0.001 0.032 0.00
C -1.7962 4.4907 0.3924 -0.171 0.082 0.019 0.00
C -1.1952 3.5611 -0.4378 0.459 -0.201 -0.223 0.01
C -1.8216 3.0937 -1.5824 -0.140 0.031 -0.056 0.00
C -3.0735 3.5851 -1.9169 0.037 0.023 0.037 0.00
N 0.0677 2.9727 -0.1079 -0.146 -0.018 0.141 0.06
N 0.8689 3.7094 0.4867 0.332 -0.430 0.290 0.01
C 1.9871 2.9838 1.0360 -0.491 0.532 -0.188 -0.05
C 3.0664 3.7373 1.4808 0.123 -0.085 0.069 -0.02
C 4.1193 3.0827 2.0984 -0.058 -0.004 -0.050 0.03
C 4.0636 1.7022 2.2758 0.018 0.010 0.032 -0.02
C 2.9806 0.9641 1.8135 -0.006 0.128 0.024 -0.02
C 1.9215 1.6021 1.1851 -0.160 0.161 0.038 -0.29
H -4.6795 4.8836 -1.3385 -0.005 0.006 -0.002 0.00
H -3.5495 5.6740 0.7098 -0.010 -0.001 -0.005 0.00
H -1.2939 4.8112 1.2944 0.009 -0.016 -0.009 0.00
H -1.3282 2.3499 -2.1964 0.004 -0.018 0.025 0.00
H -3.5683 3.2346 -2.8131 -0.014 0.006 0.000 0.00
H 3.0641 4.8103 1.3399 -0.015 0.010 0.016 0.00
H 4.9769 3.6425 2.4469 0.005 -0.008 0.013 0.00
H 4.8800 1.1960 2.7760 0.013 -0.006 -0.018 0.00
H 2.9707 -0.1121 1.9266 0.017 -0.014 -0.015 -0.01
```
Forces are in eV/Å.

Results
- net charge = 0
- energy above the lowest of the compared OMol25 structures with the same formula, charge and spin (eV) = 0.478
- LUMO level (alpha / beta) (eV) = -0.54 / -0.61
- strongest force on any atom (Eh/bohr) = 0.024
- ⟨S²⟩ = 6.11
- orbital gap (alpha / beta) (eV) = 7.8 / 8.0
- E_HOMO (alpha / beta) (Eh) = -0.306 / -0.316
- multiplicity = 5



| no. | DFT total energy (eV) |
| --- | --- |
| 1 | -98111.322 |
| 2 | -57773.773 |
| 3 | -6835.267 |
| 4 | -87135.162 |